1.
Entry from the OMol25 dataset: a molecular structure, C17H45N5O6 (ωB97M-V/def2-TZVPD).

Geometry (Å):
1 C -20.8719 3.9744 -19.5998
2 C -20.2251 5.4383 -19.7732
3 C -21.4452 6.3816 -19.4817
4 C -21.1608 7.8732 -19.3010
5 C -20.0334 7.9199 -18.2259
6 C -18.7196 7.0133 -18.4464
7 N -19.1180 5.6397 -18.8353
8 O -18.1034 4.7555 -18.9266
9 C -17.7862 7.7194 -19.4453
10 C -17.9387 6.8236 -17.1057
11 C -19.7816 5.5511 -21.2794
12 H -20.0695 3.2368 -19.6115
13 H -21.7056 3.7288 -20.2577
14 H -21.2793 3.8826 -18.5929
15 H -22.0832 6.3909 -20.3654
16 H -21.9987 5.9451 -18.6503
17 H -22.0611 8.4601 -19.1190
18 H -20.8248 8.4572 -20.1579
19 H -20.4515 7.4656 -17.3276
20 H -19.9346 8.9922 -18.0570
21 H -17.3946 8.6131 -18.9593
22 H -16.8485 7.1698 -19.5272
23 H -18.1647 7.8488 -20.4593
24 H -17.1257 6.1097 -17.2378
25 H -17.6513 7.8476 -16.8670
26 H -18.6195 6.4557 -16.3382
27 H -20.1145 4.7674 -21.9599
28 H -18.6978 5.6066 -21.3821
29 H -20.1629 6.5166 -21.6119
30 H -17.8667 4.5203 -18.0265
31 C -17.2437 1.0569 -16.1040
32 O -16.4308 0.1460 -15.9820
33 N -17.1409 2.0188 -16.9344
34 N -18.3121 1.0264 -15.4426
35 H -17.8663 2.6988 -17.1120
36 H -16.4448 1.8586 -17.6485
37 H -18.3503 0.3058 -14.7359
38 H -19.0733 1.5258 -15.8801
39 C -18.9448 3.9121 -16.1920
40 O -18.4114 3.5878 -17.2071
41 N -18.5616 3.5830 -14.9816
42 N -20.0463 4.5388 -16.1380
43 H -19.1029 3.7474 -14.1449
44 H -17.6057 3.2690 -14.8939
45 H -20.4979 4.6077 -15.2372
46 H -20.5206 4.6845 -17.0177
47 C -16.3915 5.7341 -14.4105
48 C -16.4134 6.9981 -15.2530
49 O -15.8720 8.0201 -14.5072
50 H -15.3766 5.3768 -14.2359
51 H -16.9320 4.9495 -14.9401
52 H -16.9115 5.8964 -13.4664
53 H -17.4639 7.2481 -15.4016
54 H -15.9805 6.8508 -16.2425
55 H -14.9181 8.0363 -14.6134
56 C -22.0678 5.9380 -15.9751
57 C -23.1411 5.4121 -14.9958
58 O -24.4618 5.2079 -15.5502
59 H -21.8367 5.4697 -16.9319
60 H -21.1042 5.9884 -15.4681
61 H -22.1498 7.0016 -16.1991
62 H -23.2610 6.0763 -14.1399
63 H -22.6243 4.4942 -14.7154
64 H -25.0436 5.1218 -14.7915
65 C -21.6497 4.0874 -12.3295
66 C -20.3918 3.7189 -13.0946
67 O -19.9485 4.6678 -14.0411
68 H -22.4009 4.2506 -13.1023
69 H -21.4679 4.9927 -11.7502
70 H -22.0689 3.2107 -11.8357
71 H -20.6117 2.8706 -13.7428
72 H -19.6082 3.6028 -12.3459
73 H -19.7918 5.5394 -13.6705

Properties
HOMO in eV: -7.34
Orbital gap in eV: 7.088
ΔE to the lowest compared entry with this formula, charge and spin in kcal per mole: 274.68
Net charge: 0
Electronic energy in Eh: -1399.43407

Löwdin population analysis, charges in e, atoms 1 to 6:
1 C -0.02
2 C -0.42
3 C -0.14
4 C -0.17
5 C -0.09
6 C -0.41

=====

2.
Entry from the OMol25 dataset: a molecular structure, C17H46AsMoN3O3P2S2Sb (ωB97M-V/def2-TZVPD).

Geometry (Å):
1 Mo 0.6495 0.1200 -0.2245
2 N -0.9019 0.9225 1.3025
3 N -0.4734 1.7095 2.3899
4 C 0.8068 2.0515 2.5246
5 N 1.1762 2.7927 3.5542
6 S 1.9710 1.5459 1.3767
7 H -1.6104 1.4519 0.7932
8 H -1.3842 0.0689 1.6636
9 H -1.1664 1.9698 3.0799
10 H 0.5261 3.1387 4.2455
11 H 2.1458 3.0494 3.6655
12 C 3.1760 -0.3171 -2.9041
13 P 2.9997 0.4664 -1.2778
14 C 4.4741 -0.0159 -0.3499
15 C 3.2239 2.2439 -1.6326
16 C 2.0239 2.7717 -2.4082
17 P 0.4379 2.3636 -1.5886
18 C -0.7622 2.4956 -2.9384
19 C 0.0592 3.8044 -0.5454
20 H 2.2719 -0.2029 -3.5005
21 H 3.4060 -1.3752 -2.7947
22 H 4.0117 0.1558 -3.4237
23 H 5.3559 0.2737 -0.9251
24 H 4.4727 -1.0932 -0.2025
25 H 4.5103 0.4847 0.6168
26 H 4.1468 2.3625 -2.2054
27 H 3.3623 2.7784 -0.6915
28 H 1.9848 2.3239 -3.4049
29 H 2.0823 3.8526 -2.5540
30 H -0.5968 3.4368 -3.4659
31 H -1.7805 2.4756 -2.5543
32 H -0.6378 1.6654 -3.6333
33 H -0.0226 4.6911 -1.1756
34 H 0.8451 3.9684 0.1905
35 H -0.8954 3.6707 -0.0335
36 C -1.6172 -3.5323 -1.2100
37 As -1.9617 -1.9779 -2.2839
38 C -0.9825 -2.0177 -3.9331
39 C -3.8259 -1.9497 -2.7257
40 S -1.6522 -0.1353 -1.1935
41 H -1.2705 -4.3460 -1.8455
42 H -2.5487 -3.8174 -0.7243
43 H -0.8718 -3.2851 -0.4603
44 H -1.0653 -3.0164 -4.3623
45 H 0.0586 -1.7718 -3.7444
46 H -1.4304 -1.2942 -4.6124
47 H -4.0624 -2.8534 -3.2879
48 H -4.0397 -1.0724 -3.3333
49 H -4.4121 -1.9181 -1.8096
50 O 2.5967 -2.6145 -0.4519
51 C 1.7281 -2.5380 -1.2910
52 O 0.8650 -1.5583 -1.3908
53 H 1.5999 -3.3032 -2.0715
54 C 3.2790 -1.9136 2.4843
55 Sb 1.2466 -1.7090 1.9376
56 C 0.5464 -3.7083 1.9449
57 C 0.5592 -1.0289 3.8422
58 H 3.3125 -2.4235 3.4461
59 H 3.7392 -0.9329 2.5890
60 H 3.8043 -2.5008 1.7378
61 H 0.8617 -4.1707 2.8791
62 H 0.9845 -4.2575 1.1149
63 H -0.5392 -3.7191 1.8880
64 H 0.6944 -1.8520 4.5430
65 H -0.4888 -0.7436 3.8364
66 H 1.1799 -0.1999 4.1808
67 C -3.7244 -3.0671 2.8463
68 C -3.0762 -1.7178 2.8803
69 C -3.5544 -0.7529 3.9155
70 O -2.1915 -1.4288 2.0777
71 H -4.2094 -3.3181 3.7864
72 H -2.9972 -3.8334 2.5821
73 H -4.4949 -3.0506 2.0698
74 H -3.2823 -1.1363 4.9027
75 H -4.6439 -0.6915 3.9049
76 H -3.1257 0.2379 3.7784

Properties
HOMO (spin up / spin down) in eV: -16.44 / -16.65
Orbital gap (spin up / spin down) in eV: 7.941 / 7.192
ΔE to the lowest compared entry with this formula, charge and spin in kcal per mole: 0.00
Net charge: +3
Multiplicity: 3
Electronic energy in Eh: -5087.83920

Löwdin population analysis, charges in e, atoms 1 to 6:
1 Mo 0.77
2 N -0.12
3 N -0.01
4 C -0.77
5 N 0.17
6 S 0.67

=====

3.
Entry from the OMol25 dataset: 5 unconnected molecules or ions with the total composition C17H48BO17P4S (ωB97M-V/def2-TZVPD).

Geometry (Å):
1 C 5.2444 -2.6867 -4.6619
2 C 5.1038 -1.3714 -4.4695
3 B 3.7013 -0.5155 -4.4425
4 O 3.1643 -0.3025 -5.8447
5 C 2.6177 -1.2685 -3.4354
6 C 1.1433 -0.9947 -3.7410
7 C 0.5605 -1.6467 -4.9856
8 S 0.6737 -3.4615 -5.0519
9 H 6.1476 -3.2335 -4.3949
10 H 4.4272 -3.2867 -5.0643
11 H 6.0386 -0.8420 -4.2515
12 H 3.9520 0.6169 -3.9880
13 H 3.3043 -1.1134 -6.3367
14 H 2.7813 -2.3482 -3.3454
15 H 2.7914 -0.8664 -2.4281
16 H 0.9750 0.0846 -3.8014
17 H 0.5223 -1.3448 -2.9014
18 H 1.0398 -1.2784 -5.8902
19 H -0.5012 -1.4004 -5.0550
20 H -0.1262 -3.7527 -4.0145
21 C -0.3329 5.2726 -2.0137
22 O 0.9230 4.9215 -1.4268
23 P 1.2564 3.3857 -1.1291
24 O 0.5444 2.4706 -2.0189
25 O 1.0260 3.1833 0.4278
26 C -0.3142 3.0584 0.9098
27 O 2.8226 3.3435 -1.1326
28 C 3.4852 3.2851 -2.4203
29 H -1.0496 5.5264 -1.2309
30 H -0.1637 6.1446 -2.6416
31 H -0.7143 4.4512 -2.6186
32 H -0.9958 2.7723 0.1078
33 H -0.6279 4.0045 1.3527
34 H -0.3171 2.2834 1.6729
35 H 3.2634 4.1865 -2.9922
36 H 3.1777 2.3946 -2.9674
37 H 4.5479 3.2328 -2.2075
38 C 2.0775 1.2616 6.3113
39 O 1.6157 2.3394 5.4883
40 P 2.2017 3.8112 5.6802
41 O 3.5693 3.8240 6.2094
42 O 1.1307 4.6047 6.5305
43 C 1.0678 4.3738 7.9439
44 O 1.9354 4.4669 4.2804
45 C 2.7946 4.0842 3.1876
46 H 1.4141 1.1442 7.1692
47 H 2.0498 0.3594 5.7049
48 H 3.0962 1.4484 6.6476
49 H 1.9957 3.9413 8.3192
50 H 0.2306 3.7115 8.1678
51 H 0.9052 5.3336 8.4283
52 H 2.6836 3.0212 2.9774
53 H 3.8318 4.3159 3.4233
54 H 2.4699 4.6513 2.3217
55 C -3.4009 -0.5018 9.3222
56 O -3.8640 0.5465 8.4631
57 P -3.3042 2.0286 8.6195
58 O -1.9430 2.0718 9.1678
59 O -4.3938 2.8447 9.4208
60 C -4.4793 2.6687 10.8392
61 O -3.5341 2.6435 7.1933
62 C -2.6287 2.2296 6.1542
63 H -4.0761 -0.6060 10.1719
64 H -3.4092 -1.4207 8.7414
65 H -2.3902 -0.2931 9.6695
66 H -3.5510 2.2638 11.2431
67 H -5.3120 2.0040 11.0680
68 H -4.6623 3.6459 11.2784
69 H -2.7314 1.1605 5.9675
70 H -1.6015 2.4638 6.4303
71 H -2.9025 2.7802 5.2600
72 C -1.6553 -8.6476 -8.0125
73 O -1.8093 -7.3394 -8.5673
74 P -3.0127 -6.4002 -8.1014
75 O -3.4868 -6.7227 -6.7511
76 O -4.1141 -6.4888 -9.2415
77 C -4.9457 -7.6486 -9.2902
78 O -2.4782 -4.9640 -8.4037
79 C -1.4767 -4.4073 -7.5130
80 H -2.1435 -9.3818 -8.6553
81 H -0.5890 -8.8575 -7.9726
82 H -2.0765 -8.6899 -7.0092
83 H -4.9632 -8.1635 -8.3288
84 H -4.5840 -8.3207 -10.0691
85 H -5.9536 -7.3210 -9.5347
86 H -0.5683 -5.0042 -7.5513
87 H -1.8504 -4.3649 -6.4944
88 H -1.2699 -3.4052 -7.8726

Properties
HOMO in eV: -4.26
Orbital gap in eV: 5.894
Net charge: -1
Electronic energy in Eh: -3744.48841

Löwdin population analysis, charges in e, atoms 1 to 6:
1 C -0.08
2 C -0.13
3 B -0.68
4 O -0.11
5 C -0.19
6 C -0.31